#A
This record from OMol25 describes C2H4N2S2 as an isolated structure. The level of theory is ωB97M-V/def2-TZVPD.

Last column: Mulliken charge in e.
Atoms and positions in Å:
C 0.93 -0.81 0.91  0.05
C 1.51 -0.94 -0.39  -0.29
N 0.14 0.24 1.18  -0.41
N -2.28 0.93 -0.81  -0.67
S 1.18 0.39 -1.38  -0.07
S -0.16 1.21 0.04  0.23
H 1.37 -1.55 1.66  0.29
H 2.37 -1.50 -0.57  0.39
H -2.75 1.79 -0.55  0.23
H -2.32 0.23 -0.08  0.26

=====

#B
This record from OMol25 describes a single C2H4N2S2 molecule. The level of theory is ωB97M-V/def2-TZVPD.

Last column: Mulliken charge in e.
Atoms and positions in Å:
C 0.91 0.44 -1.32  0.03
C -0.86 -0.66 -0.15  -0.23
N -0.10 -0.31 -1.33  -0.47
N 0.00 -0.57 1.06  -0.33
S 1.96 1.16 -0.19  -0.07
S -0.64 0.31 2.23  0.00
H 1.12 0.73 -2.44  0.30
H -1.79 -0.15 -0.02  0.40
H -1.14 -1.76 -0.46  0.23
H 0.53 0.80 2.61  0.15

=====

#C
This record from OMol25 describes C2H4N2S2 as an isolated structure. The level of theory is ωB97M-V/def2-TZVPD.

Last column: Mulliken charge in e.
Atoms and positions in Å:
C -0.60 0.56 1.36  -0.01
C 0.44 1.02 -1.42  -0.20
H 0.10 -1.29 -0.68  0.22
H -0.36 -2.60 0.62  0.25
H -0.33 1.33 2.25  0.32
H 1.16 0.08 -1.22  0.24
N 0.01 -1.64 0.60  -0.32
N -0.17 -0.68 1.52  -0.29
S -0.94 1.25 -0.28  -0.04
S 0.70 1.97 -2.76  -0.17

=====

The calculated energies rank the structures as follows, beginning with the most stable: #A, #B, #C.

=====

#A
This record from OMol25 describes a single C4H2F4 molecule. The level of theory is ωB97M-V/def2-TZVPD.

Last column: Mulliken charge in e.
Atoms and positions in Å:
C -0.10 -1.51 -1.91  0.37
C 0.34 -0.84 -1.03  -0.90
C 0.96 0.00 0.20  0.07
F 0.97 -0.89 1.30  -0.27
C 2.38 0.46 -0.07  0.83
F 2.70 0.00 -1.28  -0.25
F 2.52 1.81 -0.07  -0.27
F 3.34 0.01 0.73  -0.25
H -0.65 -1.98 -2.72  0.43
H 0.30 0.95 0.42  0.24

=====

#B
This record from OMol25 describes a 2-piece molecular cluster, C4H2F4 overall. The level of theory is ωB97M-V/def2-TZVPD.

Last column: Mulliken charge in e.
Atoms and positions in Å:
C -0.05 1.46 -0.68  0.60
C 0.19 0.31 -0.11  -1.06
C -1.13 -0.54 1.75  0.21
C -0.58 2.54 -1.12  0.19
F -1.03 0.25 2.85  -0.13
F -2.36 -0.53 1.45  -0.07
F -0.31 3.03 -2.33  -0.21
F -1.46 3.39 -0.55  -0.21
H 1.22 0.05 0.11  0.30
H -0.38 -0.47 -0.49  0.39

=====

#C
This record from OMol25 describes C4H2F4 as an isolated structure. The level of theory is ωB97M-V/def2-TZVPD.

Last column: Mulliken charge in e.
Atoms and positions in Å:
C -0.94 -0.67 0.02  -0.26
C 0.28 -1.12 0.86  -0.24
C -0.02 0.32 -0.57  0.29
C 0.60 1.35 0.09  0.50
F 0.75 -2.17 0.25  -0.16
F 0.53 -0.07 -1.71  -0.25
F 1.47 2.18 -0.45  -0.21
F 0.27 1.85 1.33  -0.20
H -1.39 -1.49 -0.57  0.31
H -1.54 -0.19 0.74  0.22

=====

The calculated energies rank the structures as follows, beginning with the most stable: #A, #C, #B.

=====

#A
This record from OMol25 describes a 2-piece molecular cluster, H3N4O2 overall. The level of theory is ωB97M-V/def2-TZVPD.

Values from the calculation:
total charge	-1

Last column: Mulliken charge in e.
Atoms and positions in Å:
N 1.22 -1.95 -0.97  0.14
N -1.19 0.13 -0.34  -0.75
N 1.38 -1.05 -1.71  -0.49
N 1.44 -2.53 0.12  0.80
O 0.46 -2.51 0.95  -0.72
O 2.37 -3.48 0.15  -0.72
H -1.64 0.29 -1.29  0.21
H -1.06 -0.86 -0.07  0.28
H -0.20 0.38 -0.36  0.25

=====

#B
This record from OMol25 describes an isolated ion of composition H3N4O2 and charge -1. The level of theory is ωB97M-V/def2-TZVPD.

Values from the calculation:
total charge	-1

Last column: Mulliken charge in e.
Atoms and positions in Å:
N 1.90 0.55 0.25  -0.46
N 0.61 1.11 -0.08  -0.79
N -0.35 0.22 -0.02  1.45
O -0.11 -1.09 0.10  -0.96
N -1.59 0.56 -0.19  -0.70
O -2.57 -0.42 0.06  -0.36
H 1.63 -0.40 0.14  0.26
H 2.42 0.65 -0.59  0.23
H -1.95 -1.18 0.32  0.34

=====

The calculated energies rank the structures as follows, beginning with the most stable: #B, #A.

=====

#A
This record from OMol25 describes an isolated ion of composition C3H3O3S and charge -1. The level of theory is ωB97M-V/def2-TZVPD.

Values from the calculation:
total charge	-1

Last column: Mulliken charge in e.
Atoms and positions in Å:
O 1.54 0.74 2.42  -0.66
S 0.58 0.86 1.24  0.42
O -0.88 0.90 1.64  -0.63
C 0.33 -0.82 0.51  -0.39
C -0.12 -0.83 -0.69  -0.23
C -0.33 0.52 -1.39  0.04
O -1.36 0.69 -2.01  -0.52
H 0.40 -1.76 1.07  0.36
H -0.67 -1.57 -1.26  0.31
H 0.51 1.27 -1.52  0.30

=====

#B
This record from OMol25 describes a 2-piece molecular cluster, C3H3O3S overall. The level of theory is ωB97M-V/def2-TZVPD.

Values from the calculation:
total charge	-1

Last column: Mulliken charge in e.
Atoms and positions in Å:
C 2.36 -0.20 0.19  0.00
C -0.45 -0.03 -0.49  -0.55
C -1.51 -0.98 -0.17  0.71
O -1.43 -2.13 -0.64  -0.60
O -2.62 -0.57 0.55  -0.51
O 2.73 0.89 -0.18  -0.37
S -0.54 1.62 -0.16  -0.29
H 3.19 -0.83 0.71  0.19
H 0.71 1.94 -0.90  0.12
H -2.45 0.28 1.09  0.29

=====

The calculated energies rank the structures as follows, beginning with the most stable: #A, #B.

=====

#A
This record from OMol25 describes a 2-piece molecular cluster, C6H12O2Si overall. The level of theory is ωB97M-V/def2-TZVPD.

Last column: Mulliken charge in e.
Atoms and positions in Å:
O 2.48 2.15 0.49  -0.54
Si 1.07 1.30 0.34  0.52
C 0.42 1.41 -1.54  -0.97
C 0.26 -0.11 -1.88  -0.52
C -0.48 -0.77 -0.65  -0.64
C 0.56 -1.18 0.43  -0.51
O 1.57 -0.27 0.56  -0.35
H 3.38 1.72 0.50  0.32
H 0.05 1.57 1.27  -0.13
H 1.00 2.00 -2.21  0.50
H -0.55 1.87 -1.65  0.34
H 1.25 -0.56 -1.99  0.31
H -0.24 -0.20 -2.82  0.37
H -0.91 0.07 -0.27  0.30
H -1.25 -1.55 -0.86  0.36
H 0.24 -1.33 1.45  0.33
H 0.92 -2.12 0.04  0.29
C -2.94 -0.90 3.36  -0.30
C -1.99 -0.35 3.87  -0.49
H -3.58 -1.40 2.68  0.37
H -1.29 0.27 4.29  0.43

=====

#B
This record from OMol25 describes a single C6H12O2Si molecule. The level of theory is ωB97M-V/def2-TZVPD.

Last column: Mulliken charge in e.
Atoms and positions in Å:
C -1.66 -0.41 -2.23  -1.04
Si -0.30 -0.51 -0.84  0.60
C -0.60 -1.83 0.63  -1.19
C 1.48 -0.75 -1.49  -1.15
O -0.63 0.92 -0.02  -0.36
C 0.27 1.72 0.91  0.64
C -0.07 2.20 2.26  -0.52
C 1.12 1.25 2.04  -0.34
O 1.64 1.84 0.81  -0.40
H -2.06 -1.50 -2.42  0.31
H -2.53 0.02 -1.79  0.30
H -1.18 0.11 -3.07  0.27
H -1.58 -2.18 0.48  0.35
H 0.19 -2.52 0.49  0.31
H -0.58 -1.25 1.42  0.36
H 1.81 -1.72 -1.47  0.43
H 1.68 -0.51 -2.56  0.34
H 2.29 -0.12 -0.92  0.27
H -0.83 1.77 2.76  0.29
H 0.21 3.17 2.50  0.25
H 1.31 0.29 2.50  0.28

=====

The calculated energies rank the structures as follows, beginning with the most stable: #A, #B.

=====

#A
This record from OMol25 describes C38H27N2O4P2PdSTe as an isolated structure. The level of theory is ωB97M-V/def2-TZVPD.

Values from the calculation:
expectation value of S²	0.791
multiplicity	2

Last column: Löwdin spin population.
Atoms and positions in Å:
Pd -0.61 -1.71 1.15  0.70
O -0.70 1.23 4.21  0.01
C -0.17 0.27 3.62  0.00
O 0.40 0.28 2.50  0.04
C -0.32 -1.12 4.23  0.00
C -0.37 -1.41 5.59  0.00
C -0.42 -2.74 5.96  0.00
C -0.46 -3.75 5.00  0.00
C -0.46 -3.37 3.67  0.00
N -0.38 -2.09 3.32  0.05
C -0.57 -4.36 2.52  0.01
O -0.58 -5.55 2.76  0.02
O -0.66 -3.83 1.34  0.14
H -0.34 -0.61 6.31  0.00
H -0.43 -3.00 7.02  0.00
H -0.50 -4.80 5.25  0.00
Te -0.03 0.08 -3.45  0.00
C 0.88 1.95 -3.83  0.00
C 0.31 2.85 -4.71  0.00
C 0.92 4.08 -4.90  0.00
N 2.03 4.46 -4.27  0.00
C 2.58 3.58 -3.44  0.00
C 2.05 2.32 -3.18  0.00
C 0.03 0.24 -1.34  0.01
P 0.94 -1.04 -0.50  0.07
C 2.20 -0.33 0.58  0.01
C 2.78 -1.13 1.56  0.01
C 3.74 -0.61 2.40  0.00
C 4.13 0.72 2.27  0.00
C 3.56 1.52 1.30  0.00
C 2.60 1.00 0.45  0.01
C 1.92 -2.04 -1.63  0.01
C 3.27 -1.76 -1.83  0.00
C 4.00 -2.50 -2.75  0.00
C 3.40 -3.52 -3.46  0.00
C 2.06 -3.83 -3.24  0.00
C 1.33 -3.09 -2.33  0.00
P -1.57 0.21 -0.70  0.00
C -2.02 0.85 0.92  0.01
C -3.09 0.21 1.54  0.01
C -3.68 0.85 2.63  0.00
C -3.09 1.97 3.18  0.01
C -1.80 2.34 2.79  0.00
C -1.42 1.97 1.50  0.01
C -2.73 1.11 -1.75  0.00
C -2.42 2.43 -2.11  0.00
C -3.34 3.17 -2.82  0.00
C -4.56 2.62 -3.18  0.00
C -4.87 1.32 -2.82  0.00
C -3.95 0.56 -2.11  0.00
H -0.61 2.62 -5.24  0.00
H 0.49 4.81 -5.58  0.00
H 3.49 3.89 -2.94  0.00
H 2.55 1.65 -2.50  0.00
H 2.46 -2.16 1.67  0.00
H 4.18 -1.23 3.17  0.00
H 4.88 1.13 2.94  0.00
H 3.86 2.55 1.20  0.00
H 2.12 1.63 -0.30  0.00
H 3.75 -0.97 -1.27  0.00
H 5.05 -2.27 -2.90  0.00
H 3.98 -4.09 -4.17  0.00
H 1.60 -4.64 -3.78  0.00
H 0.30 -3.35 -2.15  0.00
H -3.56 -0.67 1.12  0.00
H -4.63 0.48 3.01  0.00
H -3.56 2.47 4.01  0.00
H -1.46 3.32 3.11  0.00
H -0.61 2.48 1.00  0.00
H -1.47 2.86 -1.83  0.00
H -3.10 4.19 -3.11  0.00
H -5.28 3.21 -3.73  0.00
H -5.82 0.88 -3.10  0.00
H -4.19 -0.46 -1.84  0.00
S -2.03 -2.75 -1.55  -0.07
C -1.96 -1.60 -0.47  -0.06

=====

#B
This record from OMol25 describes C38H27N2O4P2PdSTe as an isolated structure. The level of theory is ωB97M-V/def2-TZVPD.

Values from the calculation:
expectation value of S²	0.799
multiplicity	2

Last column: Löwdin spin population.
Atoms and positions in Å:
Pd 0.95 -1.54 1.37  -0.01
O 3.91 -1.38 -1.81  0.06
C 3.17 -1.81 -0.75  0.01
O 1.99 -2.01 -0.85  0.00
C 3.87 -1.83 0.53  0.00
C 5.25 -1.92 0.69  0.00
C 5.79 -1.86 1.96  0.00
C 4.95 -1.67 3.06  0.00
C 3.59 -1.56 2.83  0.00
N 3.08 -1.67 1.61  0.00
C 2.60 -1.24 3.97  0.00
O 3.06 -1.18 5.11  0.00
O 1.40 -1.02 3.61  0.00
H 5.86 -2.05 -0.19  0.00
H 6.86 -1.93 2.11  0.00
H 5.32 -1.59 4.07  0.00
Te -2.38 1.94 1.35  0.00
C -2.92 2.58 -0.64  0.00
C -3.86 1.86 -1.37  0.00
C -4.11 2.25 -2.69  0.00
N -3.49 3.27 -3.28  0.00
C -2.61 3.95 -2.56  0.00
C -2.29 3.65 -1.24  0.00
C -1.00 0.56 0.52  0.00
P -1.29 -1.19 0.67  0.00
C -3.03 -1.44 1.15  0.00
C -3.36 -1.31 2.50  0.00
C -4.67 -1.45 2.91  0.00
C -5.66 -1.73 1.99  0.00
C -5.34 -1.89 0.65  0.00
C -4.02 -1.76 0.23  0.00
C -1.23 -1.92 -1.01  0.00
C -1.76 -1.24 -2.11  0.00
C -1.81 -1.86 -3.35  0.00
C -1.32 -3.15 -3.51  0.00
C -0.78 -3.82 -2.42  0.00
C -0.74 -3.21 -1.18  0.00
P 0.77 0.84 0.69  0.00
C 1.51 0.86 -0.99  0.01
C 0.74 0.82 -2.16  0.31
C 1.34 0.41 -3.38  0.01
C 2.63 0.00 -3.43  0.21
C 3.51 0.02 -2.22  0.07
C 2.86 0.66 -1.04  0.26
C 0.96 2.55 1.27  0.00
C 0.92 2.79 2.64  0.00
C 1.05 4.08 3.12  0.00
C 1.22 5.14 2.24  0.00
C 1.27 4.90 0.87  0.00
C 1.15 3.60 0.38  0.00
H -4.39 1.02 -0.94  0.00
H -4.83 1.71 -3.29  0.00
H -2.14 4.79 -3.07  0.00
H -1.56 4.24 -0.70  0.00
H -2.58 -1.10 3.22  0.00
H -4.92 -1.34 3.96  0.00
H -6.69 -1.85 2.31  0.00
H -6.11 -2.12 -0.08  0.00
H -3.78 -1.91 -0.81  0.00
H -2.15 -0.24 -1.98  0.00
H -2.24 -1.33 -4.19  0.00
H -1.37 -3.63 -4.47  0.00
H -0.40 -4.83 -2.55  0.00
H -0.33 -3.74 -0.33  0.00
H -0.31 1.07 -2.12  0.01
H 0.74 0.40 -4.28  -0.01
H 3.06 -0.41 -4.33  0.01
H 4.47 0.47 -2.45  0.02
H 3.45 0.76 -0.14  0.01
H 0.80 1.96 3.33  0.00
H 1.02 4.27 4.19  0.00
H 1.33 6.15 2.61  0.00
H 1.41 5.72 0.18  0.00
H 1.20 3.41 -0.68  0.00
S 1.61 -4.46 2.80  0.01
C 0.78 -3.50 1.94  0.01

=====

The calculated energies rank the structures as follows, beginning with the most stable: #A, #B.

=====

#A
This record from OMol25 describes a 2-piece molecular cluster, C2H8 overall. The level of theory is ωB97M-V/def2-TZVPD.

Last column: Mulliken charge in e.
Atoms and positions in Å:
C 0.07 -0.80 3.04  -0.89
H -0.85 -1.03 2.50  0.22
H 0.30 0.27 2.96  0.22
H 0.90 -1.38 2.61  0.22
H -0.05 -1.07 4.10  0.24
C -0.08 0.80 -3.04  -0.84
H -0.40 0.37 -2.09  0.20
H -0.93 0.87 -3.73  0.22
H 0.71 0.17 -3.48  0.21
H 0.33 1.81 -2.87  0.21

=====

#B
This record from OMol25 describes a 2-piece molecular cluster, C2H8 overall. The level of theory is ωB97M-V/def2-TZVPD.

Last column: Mulliken charge in e.
Atoms and positions in Å:
C 2.54 1.23 0.67  -0.90
H 3.37 1.36 -0.04  0.24
H 2.00 2.11 1.07  0.25
H 1.64 0.92 0.12  0.20
H 3.06 0.35 1.26  0.21
C -2.48 -1.25 -0.67  -0.92
H -2.30 -0.73 -1.52  0.27
H -2.25 -2.32 -0.60  0.22
H -1.99 -0.53 0.06  0.21
H -3.60 -1.14 -0.35  0.22

=====

The calculated energies rank the structures as follows, beginning with the most stable: #A, #B.

=====

#A
This record from OMol25 describes a single C2H4N2O molecule. The level of theory is ωB97M-V/def2-TZVPD.

Last column: Mulliken charge in e.
Atoms and positions in Å:
C -1.10 -0.54 0.16  -0.62
N 0.06 0.18 -0.26  0.05
C 1.32 0.24 0.17  0.04
N 1.69 1.29 -0.55  -0.42
O 0.26 1.33 -1.07  -0.20
H -1.93 0.13 0.02  0.26
H -1.41 -1.46 -0.39  0.23
H -0.86 -0.75 1.28  0.29
H 1.96 -0.43 0.66  0.39

=====

#B
This record from OMol25 describes a single C2H4N2O molecule. The level of theory is ωB97M-V/def2-TZVPD.

Last column: Mulliken charge in e.
Atoms and positions in Å:
H -2.06 -0.59 -0.60  0.24
N -1.86 0.27 -0.08  -0.55
C -0.68 0.52 0.20  0.06
C 0.73 -0.24 -0.53  -0.46
N 0.86 -0.69 0.78  -0.01
O 1.67 -0.14 1.52  -0.36
H -0.40 1.38 0.79  0.39
H 0.28 -0.98 -1.19  0.33
H 1.47 0.47 -0.89  0.36

=====

#C
This record from OMol25 describes a single C2H4N2O molecule. The level of theory is ωB97M-V/def2-TZVPD.

Last column: Mulliken charge in e.
Atoms and positions in Å:
C -0.34 0.58 -0.28  -0.74
N 0.82 -0.25 -0.49  0.04
C 1.57 -1.35 -0.22  0.08
N 2.23 -1.43 -1.34  -0.43
O 1.34 -0.22 -1.79  -0.24
H -0.02 1.72 -0.18  0.20
H -0.97 0.25 -1.07  0.33
H -0.85 0.28 0.56  0.38
H 1.63 -1.81 0.71  0.38

=====

#D
This record from OMol25 describes a single C2H4N2O molecule. The level of theory is ωB97M-V/def2-TZVPD.

Last column: Mulliken charge in e.
Atoms and positions in Å:
C -0.26 1.55 -0.28  -0.54
N 0.32 0.27 -0.58  -0.22
N 0.15 -0.62 0.24  0.06
C 0.34 -1.92 0.37  0.11
O 1.18 -2.51 1.00  -0.48
H 0.56 2.27 -0.27  0.24
H -0.80 1.57 0.66  0.36
H -0.91 1.81 -1.11  0.24
H -0.58 -2.43 -0.02  0.24

=====

The calculated energies rank the structures as follows, beginning with the most stable: #D, #B, #A, #C.